Below is a structure of composition C49H75N7OSi3TeZr, with properties calculated with ωB97M-V with the def2-TZVPD basis set.

Positions of all 137 atoms, in Å:
Zr1 0.815 0.843 0.378
C1 0.551 2.947 -3.213
C2 -0.826 2.544 -2.954
C3 -0.991 2.342 -1.623
C4 0.317 2.618 -0.913
C5 1.233 2.982 -2.047
C6 2.579 3.615 -1.906
C7 0.177 3.811 0.072
C8 -2.290 1.989 -0.963
C9 -1.872 2.465 -4.021
C10 1.092 3.392 -4.536
H1 3.326 3.149 -2.550
H2 2.949 3.586 -0.886
H3 2.537 4.667 -2.206
H4 0.748 3.722 1.003
H5 -0.866 3.972 0.337
H6 0.527 4.723 -0.413
H7 -2.363 0.936 -0.673
H8 -3.123 2.185 -1.636
H9 -2.465 2.589 -0.066
H10 -2.740 1.887 -3.710
H11 -1.484 1.996 -4.926
H12 -2.216 3.464 -4.301
H13 2.013 2.862 -4.793
H14 1.334 4.458 -4.519
H15 0.379 3.238 -5.343
C11 4.164 2.818 4.014
Si1 2.817 3.030 2.729
C12 1.335 3.799 3.603
C13 3.485 4.344 1.577
C14 2.398 1.331 1.893
Si2 1.981 0.086 3.330
C15 0.708 0.753 4.539
C16 1.321 -1.571 2.677
C17 3.345 -0.519 4.483
Si3 3.942 0.693 0.961
C18 4.692 1.628 -0.475
C19 5.383 0.078 1.986
C20 3.298 -0.866 0.047
C21 4.144 -1.931 -0.236
C22 3.627 -3.140 -0.674
C23 2.256 -3.270 -0.835
C24 1.462 -2.163 -0.629
N1 1.966 -0.989 -0.214
H16 4.172 3.729 4.618
H17 5.155 2.728 3.567
H18 4.026 1.979 4.694
H19 1.151 4.799 3.204
H20 1.569 3.913 4.664
H21 0.410 3.234 3.546
H22 3.756 5.180 2.229
H23 4.396 4.053 1.058
H24 2.776 4.725 0.845
H25 -0.159 1.265 4.131
H26 1.183 1.442 5.241
H27 0.363 -0.104 5.125
H28 0.447 -1.598 2.022
H29 1.042 -2.117 3.583
H30 2.116 -2.148 2.199
H31 3.302 0.030 5.424
H32 4.365 -0.461 4.132
H33 3.134 -1.567 4.706
H34 4.926 2.678 -0.327
H35 4.086 1.545 -1.376
H36 5.635 1.110 -0.669
H37 5.589 0.712 2.846
H38 6.274 0.086 1.356
H39 5.234 -0.937 2.352
H40 5.207 -1.821 -0.068
H41 4.283 -3.978 -0.870
H42 1.806 -4.204 -1.139
H43 0.398 -2.195 -0.810
C25 -4.383 -2.427 -0.902
Te1 -2.325 -2.155 -0.430
C26 -2.036 -4.153 -1.114
C27 -3.426 -4.731 -1.248
C28 -3.594 -6.091 -1.501
C29 -4.861 -6.629 -1.639
C30 -5.977 -5.809 -1.524
C31 -5.817 -4.458 -1.275
C32 -4.543 -3.910 -1.139
H44 -4.642 -1.843 -1.783
H45 -4.984 -2.082 -0.064
H46 -1.447 -4.698 -0.378
H47 -1.505 -4.163 -2.065
H48 -2.725 -6.731 -1.587
H49 -4.982 -7.685 -1.835
H50 -6.969 -6.225 -1.631
H51 -6.687 -3.819 -1.190
C33 -4.404 1.045 4.637
N2 -3.393 1.437 3.660
N3 -2.686 0.525 2.922
C34 -1.720 1.191 2.242
O1 -0.884 0.555 1.449
C35 -1.835 2.543 2.554
C36 -2.888 2.657 3.446
C37 -3.429 3.862 4.127
C38 -2.971 -0.879 2.990
C39 -2.019 -1.723 3.533
C40 -2.296 -3.078 3.613
C41 -3.525 -3.563 3.185
C42 -4.482 -2.696 2.676
C43 -4.206 -1.342 2.565
H52 -4.211 0.025 4.957
H53 -5.402 1.115 4.209
H54 -4.318 1.708 5.493
H55 -1.227 3.347 2.188
H56 -3.071 4.759 3.628
H57 -3.096 3.897 5.166
H58 -4.518 3.872 4.117
H59 -1.083 -1.318 3.883
H60 -1.560 -3.755 4.025
H61 -3.744 -4.619 3.260
H62 -5.443 -3.078 2.357
H63 -4.934 -0.658 2.145
C44 1.785 -0.560 -3.859
N4 0.681 -1.379 -3.330
C45 -0.577 -0.882 -3.923
N5 -0.556 -0.903 -5.380
C46 0.578 -0.098 -5.842
N6 1.856 -0.585 -5.315
C47 2.021 -1.976 -5.748
N7 0.918 -2.826 -5.287
C48 0.875 -2.752 -3.834
C49 -0.338 -2.285 -5.815
H64 2.728 -0.941 -3.451
H65 1.646 0.473 -3.529
H66 -0.741 0.138 -3.576
H67 -1.399 -1.507 -3.563
H68 0.438 0.934 -5.521
H69 0.612 -0.124 -6.932
H70 2.960 -2.365 -5.349
H71 2.065 -2.009 -6.837
H72 1.819 -3.142 -3.445
H73 0.055 -3.377 -3.467
H74 -1.167 -2.903 -5.463
H75 -0.313 -2.323 -6.904

Multiplicity: 1
Kohn-Sham gap: 6.55 eV
Net charge: +2
Lowest unoccupied orbital energy: -5.57 eV
HOMO level: -12.121 eV



Below is a cluster of 11 separate species, C49H84Cl2F10N13O16S in total at a distorted geometry, with properties calculated with ωB97M-V with the def2-TZVPD basis set.

Positions of all 175 atoms, in Å:
C1 -4.335 -2.870 -2.834
C2 -4.003 -2.220 -1.483
C3 -2.479 -2.060 -1.323
C4 -2.046 -0.917 -0.400
Cl1 -3.057 -1.117 1.078
O1 -2.571 0.281 -0.937
C5 -1.890 1.180 -1.772
C6 -2.898 1.516 -2.862
C7 -3.737 0.373 -3.401
F1 -4.338 0.863 -4.563
O2 -1.726 2.352 -0.984
N1 -1.944 3.594 -1.722
O3 -2.685 4.272 -1.167
C8 -0.510 0.680 -2.306
C9 0.279 1.864 -2.903
C10 0.823 3.091 -2.197
O4 0.634 3.589 -1.170
Cl2 1.942 3.870 -3.372
N2 -0.788 -0.149 -3.393
C11 -0.570 -0.124 -4.654
C12 0.737 -0.548 -5.249
C13 -1.602 0.178 -5.683
N3 0.315 -0.224 -1.171
S1 0.892 -1.668 -2.262
C14 1.728 0.231 -0.797
O5 1.824 1.349 0.023
C15 3.064 1.980 0.030
C16 4.296 1.139 0.045
O6 3.103 3.148 0.047
C17 -0.512 -0.915 0.009
C18 -0.197 -2.417 0.258
C19 1.002 -3.013 1.015
C20 2.377 -3.093 0.397
C21 3.430 -2.395 0.990
C22 4.730 -2.450 0.493
C23 5.009 -3.209 -0.634
C24 3.966 -3.922 -1.211
C25 2.672 -3.879 -0.713
C26 -0.182 -0.322 1.479
F2 -0.630 -1.203 2.390
F3 1.155 -0.470 1.566
C27 -0.481 1.052 2.226
F4 0.475 0.978 3.197
F5 -0.162 2.141 1.554
C28 -1.767 1.358 3.107
F6 -1.299 2.135 4.109
F7 -2.268 0.291 3.714
C29 -2.893 2.288 2.569
F8 -2.400 3.454 2.264
F9 -3.625 1.792 1.597
F10 -3.741 2.484 3.588
H1 -4.382 -3.945 -2.720
H2 -3.619 -2.630 -3.609
H3 -5.322 -2.565 -3.151
H4 -4.368 -2.913 -0.743
H5 -4.538 -1.289 -1.369
H6 -2.203 -3.029 -0.947
H7 -2.067 -1.980 -2.323
H8 -2.508 2.139 -3.654
H9 -3.668 2.118 -2.398
H10 -3.179 -0.501 -3.697
H11 -4.568 0.155 -2.754
H12 1.142 1.452 -3.401
H13 -0.366 2.324 -3.638
H14 1.577 -0.312 -4.616
H15 0.897 -0.049 -6.195
H16 0.709 -1.613 -5.458
H17 -2.448 -0.479 -5.533
H18 -1.911 1.216 -5.671
H19 -1.232 -0.038 -6.672
H20 2.207 -1.670 -1.984
H21 2.314 0.360 -1.697
H22 2.178 -0.612 -0.294
H23 4.157 0.154 -0.375
H24 5.013 1.648 -0.580
H25 4.706 1.065 1.041
H26 -0.365 -3.054 -0.587
H27 -1.036 -2.750 0.856
H28 0.710 -4.049 1.157
H29 1.115 -2.689 2.034
H30 3.225 -1.802 1.864
H31 5.487 -1.875 0.993
H32 6.013 -3.221 -1.014
H33 4.193 -4.513 -2.081
H34 1.898 -4.456 -1.193
O7 2.526 -4.373 -4.139
C30 3.060 -3.543 -4.853
N4 3.873 -2.582 -4.332
C31 2.868 -3.517 -6.351
H35 4.329 -1.881 -4.888
H36 4.020 -2.591 -3.335
H37 1.809 -3.401 -6.572
H38 3.207 -4.465 -6.764
H39 3.420 -2.709 -6.829
O8 4.854 1.870 -6.793
C32 4.911 3.021 -6.395
N5 3.925 3.917 -6.663
C33 6.056 3.561 -5.578
H40 3.951 4.868 -6.341
H41 3.140 3.604 -7.206
H42 6.976 3.461 -6.151
H43 6.145 2.981 -4.660
H44 5.906 4.608 -5.328
O9 0.280 -4.430 3.876
C34 -0.088 -4.131 5.006
N6 -0.340 -5.053 5.950
C35 -0.288 -2.689 5.425
H45 -0.642 -4.805 6.876
H46 -0.221 -6.034 5.723
H47 -1.037 -2.233 4.779
H48 0.653 -2.152 5.306
H49 -0.618 -2.605 6.459
O10 7.895 -4.702 -0.072
C36 7.765 -5.560 0.782
N7 6.574 -5.775 1.401
C37 8.909 -6.445 1.217
H50 6.444 -6.475 2.106
H51 5.792 -5.202 1.133
H52 9.711 -5.819 1.601
H53 9.274 -6.995 0.353
H54 8.616 -7.155 1.989
O11 -7.241 6.191 5.029
C38 -7.333 5.079 4.550
N8 -8.460 4.675 3.899
C39 -6.214 4.067 4.585
H55 -8.561 3.763 3.497
H56 -9.224 5.326 3.819
H57 -5.938 3.834 5.610
H58 -5.357 4.508 4.079
H59 -6.484 3.141 4.079
O12 -1.303 -3.743 9.106
C40 -0.769 -2.986 9.897
N9 -0.326 -3.418 11.103
C41 -0.562 -1.519 9.599
H60 0.114 -2.815 11.772
H61 -0.452 -4.389 11.331
H62 -1.530 -1.059 9.416
H63 0.049 -1.424 8.704
H64 -0.071 -0.993 10.416
O13 0.308 -7.927 6.181
C42 0.156 -8.771 7.048
N10 -1.059 -9.017 7.595
C43 1.303 -9.599 7.572
H65 -1.208 -9.705 8.308
H66 -1.843 -8.481 7.265
H67 2.055 -8.932 7.988
H68 1.742 -10.153 6.745
H69 0.991 -10.303 8.342
O14 -9.223 6.414 0.904
C44 -8.256 7.155 0.961
N11 -7.270 6.954 1.865
C45 -8.064 8.320 0.019
H70 -6.451 7.529 1.921
H71 -7.362 6.182 2.499
H72 -8.911 8.996 0.117
H73 -8.028 7.946 -1.002
H74 -7.148 8.873 0.223
O15 6.234 6.802 -5.537
C46 7.225 7.448 -5.828
N12 8.416 7.235 -5.214
C47 7.205 8.525 -6.884
H75 9.244 7.753 -5.434
H76 8.459 6.525 -4.503
H77 6.480 9.283 -6.599
H78 6.900 8.084 -7.831
H79 8.177 9.000 -7.015
O16 -4.685 3.999 -2.231
C48 -5.718 3.974 -1.589
N13 -5.718 3.676 -0.258
C49 -7.079 4.269 -2.180
H80 -6.555 3.659 0.295
H81 -4.836 3.486 0.185
H82 -7.286 3.567 -2.985
H83 -7.079 5.279 -2.584
H84 -7.861 4.190 -1.427

Multiplicity: 1
Kohn-Sham gap: 7.58 eV
Net charge: +1
Lowest unoccupied orbital energy: -3.18 eV
HOMO level: -10.758 eV



Below is a structure of composition C49H95BN6O16Tl at a distorted geometry, with properties calculated with ωB97M-V with the def2-TZVPD basis set.

Positions of all 168 atoms, in Å:
Tl1 -25.287 13.259 -10.023
N1 -24.393 11.467 -12.954
O1 -24.676 12.662 -12.948
O2 -24.595 10.918 -11.898
O3 -23.787 10.982 -13.888
O4 -21.887 9.842 -11.484
C1 -21.395 9.963 -10.390
O5 -20.363 9.371 -9.888
B1 -20.212 9.743 -8.470
O6 -21.205 10.811 -8.231
C2 -21.968 10.915 -9.312
O7 -22.888 11.722 -9.458
O8 -18.810 10.192 -8.132
C3 -18.271 9.445 -7.205
O9 -17.261 9.646 -6.650
C4 -19.343 8.250 -6.884
O10 -20.339 8.496 -7.684
O11 -19.191 7.200 -6.270
C5 -21.518 10.016 -18.412
C6 -21.006 8.776 -17.682
C7 -19.636 8.586 -18.283
C8 -18.871 7.446 -17.627
C9 -18.803 7.558 -16.115
C10 -20.188 7.697 -15.508
N2 -20.944 8.848 -16.222
O12 -22.238 9.010 -15.720
C11 -20.890 6.281 -15.375
C12 -19.991 8.287 -14.081
C13 -21.954 7.616 -18.238
H1 -22.572 10.207 -18.207
H2 -21.335 10.077 -19.485
H3 -20.978 10.874 -18.011
H4 -19.643 8.244 -19.318
H5 -18.977 9.434 -18.097
H6 -17.875 7.210 -18.002
H7 -19.380 6.495 -17.784
H8 -18.059 8.305 -15.838
H9 -18.278 6.639 -15.855
H10 -21.944 6.349 -15.108
H11 -20.817 5.654 -16.263
H12 -20.418 5.741 -14.554
H13 -19.356 7.620 -13.496
H14 -19.474 9.236 -14.222
H15 -20.914 8.496 -13.540
H16 -21.899 7.279 -19.274
H17 -22.996 7.920 -18.140
H18 -21.941 6.641 -17.751
H19 -22.890 8.626 -16.311
C14 -20.235 15.952 -8.549
C15 -18.827 15.575 -8.311
C16 -18.160 16.728 -7.454
C17 -16.701 16.440 -6.942
C18 -16.710 15.162 -6.107
C19 -17.391 13.958 -6.765
N3 -18.709 14.359 -7.387
O13 -19.460 13.255 -7.914
C20 -16.422 13.363 -7.809
C21 -17.634 12.834 -5.692
C22 -18.150 15.427 -9.647
H20 -20.767 15.101 -8.973
H21 -20.394 16.837 -9.166
H22 -20.828 16.281 -7.696
H23 -18.050 17.674 -7.985
H24 -18.617 16.806 -6.467
H25 -16.313 17.241 -6.312
H26 -16.003 16.342 -7.774
H27 -17.185 15.442 -5.166
H28 -15.675 14.953 -5.835
H29 -16.843 12.503 -8.330
H30 -16.216 14.155 -8.530
H31 -15.528 12.960 -7.334
H32 -16.771 12.395 -5.192
H33 -18.234 13.284 -4.900
H34 -18.231 11.979 -6.010
H35 -18.227 14.381 -9.944
H36 -17.082 15.643 -9.644
H37 -18.483 16.115 -10.424
H38 -18.893 12.979 -8.638
C23 -23.770 10.925 -4.933
C24 -23.383 9.480 -4.527
C25 -23.940 9.205 -3.061
C26 -23.903 7.712 -2.654
C27 -24.497 6.873 -3.714
C28 -23.981 7.051 -5.174
N4 -24.108 8.517 -5.465
O14 -23.712 8.802 -6.791
C29 -22.548 6.495 -5.305
C30 -24.892 6.244 -6.101
C31 -21.853 9.426 -4.465
H39 -23.325 11.632 -4.234
H40 -24.853 11.041 -4.980
H41 -23.499 11.218 -5.948
H42 -23.319 9.717 -2.326
H43 -24.938 9.610 -2.889
H44 -24.322 7.468 -1.678
H45 -22.848 7.452 -2.580
H46 -25.555 7.122 -3.638
H47 -24.247 5.862 -3.393
H48 -22.070 6.668 -4.341
H49 -22.568 5.440 -5.578
H50 -21.990 7.049 -6.059
H51 -24.438 6.238 -7.092
H52 -25.085 5.235 -5.736
H53 -25.883 6.670 -6.257
H54 -21.442 9.268 -5.462
H55 -21.448 8.600 -3.880
H56 -21.444 10.344 -4.043
H57 -22.754 8.802 -6.734
C32 -20.063 5.078 -9.350
C33 -20.658 4.367 -10.616
C34 -21.453 3.061 -10.196
C35 -22.770 3.281 -9.512
C36 -23.697 4.065 -10.453
C37 -23.078 5.354 -11.009
N5 -21.673 5.234 -11.346
O15 -21.054 6.363 -11.924
C38 -23.941 5.806 -12.165
C39 -23.189 6.419 -9.841
C40 -19.350 3.911 -11.523
H58 -19.269 4.447 -8.951
H59 -20.763 5.103 -8.515
H60 -19.645 6.073 -9.504
H61 -21.701 2.340 -10.975
H62 -20.896 2.557 -9.406
H63 -22.624 3.802 -8.566
H64 -23.268 2.365 -9.197
H65 -24.622 4.231 -9.901
H66 -23.870 3.339 -11.247
H67 -24.978 5.884 -11.842
H68 -23.619 6.775 -12.548
H69 -23.813 5.209 -13.068
H70 -22.883 7.357 -10.304
H71 -24.172 6.512 -9.379
H72 -22.493 6.388 -9.003
H73 -19.484 3.056 -12.185
H74 -18.457 3.628 -10.966
H75 -18.975 4.837 -11.959
H76 -20.880 6.974 -11.205
C41 -16.394 8.690 -1.394
C42 -16.717 7.527 -2.438
C43 -15.503 6.681 -2.524
C44 -15.673 5.277 -3.155
C45 -16.835 4.577 -2.371
C46 -18.127 5.450 -2.264
N6 -17.837 6.772 -1.814
O16 -19.037 7.500 -1.684
C47 -18.809 5.386 -3.596
C48 -18.898 4.685 -1.198
C49 -17.115 8.112 -3.846
H77 -15.427 9.170 -1.546
H78 -16.321 8.273 -0.389
H79 -17.146 9.478 -1.397
H80 -14.722 7.185 -3.093
H81 -15.149 6.475 -1.514
H82 -14.814 4.666 -2.878
H83 -15.825 5.296 -4.234
H84 -16.531 4.260 -1.373
H85 -17.111 3.646 -2.867
H86 -19.360 6.318 -3.723
H87 -18.112 5.296 -4.429
H88 -19.558 4.625 -3.818
H89 -19.128 3.646 -1.435
H90 -18.324 4.752 -0.274
H91 -19.857 5.201 -1.169
H92 -16.877 7.378 -4.616
H93 -16.472 8.984 -3.970
H94 -18.088 8.556 -4.057
H95 -19.069 7.938 -2.538

Multiplicity: 1
Kohn-Sham gap: 1.25 eV
Net charge: +1
Lowest unoccupied orbital energy: -8.59 eV
HOMO level: -9.839 eV



Number 1: molecular weight 1081.269 g mol⁻¹. Number 2: molecular weight 1404.239 g mol⁻¹. Number 3: molecular weight 1239.520 g mol⁻¹.